Density functional theory data (the ωB97M-V functional and the def2-TZVPD basis) for a molecular structure, C25H80O15.

The geometry in ORCA input format:
```
! wB97M-V def2-TZVPD RIJCOSX def2/J DEFGRID3
* xyz 0 1
C 0.0095 -0.7362 -0.9023
C 0.2254 0.2767 0.2279
C -0.8615 0.1461 1.3152
O 1.4792 -0.0919 0.7667
H 0.6565 -0.4961 -1.7459
H -1.0223 -0.6852 -1.2501
H 0.2241 -1.7469 -0.5552
H 0.1943 1.2738 -0.2113
H -1.8218 0.2521 0.8106
H -0.8166 0.9336 2.0675
H -0.8467 -0.8496 1.7585
H 1.7877 0.6978 1.2169
C -1.1354 2.6584 2.0658
C -0.6102 3.6094 0.9832
C -0.1960 5.0373 1.4955
O 0.5081 3.0307 0.4747
H -0.4060 2.5321 2.8659
H -1.3572 1.7246 1.5491
H -2.0647 3.0840 2.4444
H -1.3229 3.7594 0.1722
H 0.3805 5.5702 0.7394
H 0.3747 4.9551 2.4205
H -1.0514 5.6463 1.7880
H 0.7122 3.5945 -0.2750
C 2.5620 -2.3565 2.5900
C 1.0621 -2.0647 2.5277
C 0.7297 -0.6899 3.1059
O 0.7123 -2.0878 1.1230
H 2.7684 -3.4085 2.3927
H 3.1164 -2.1134 3.4964
H 3.0469 -1.8277 1.7694
H 0.3890 -2.7881 2.9879
H 1.0153 0.1007 2.4120
H 1.3044 -0.5793 4.0255
H -0.2861 -0.6171 3.4944
H 0.7912 -1.1895 0.7937
C 2.2317 1.4818 -0.7908
C 2.6455 2.8237 -0.1309
C 4.0925 2.9052 0.2598
O 2.4521 3.8013 -1.1589
H 2.5480 0.6577 -0.1514
H 2.7661 1.3384 -1.7299
H 1.1792 1.4117 -1.0656
H 2.0462 2.9728 0.7673
H 4.2621 3.8413 0.7919
H 4.7317 2.8006 -0.6169
H 4.3380 2.1000 0.9523
H 3.1479 3.6126 -1.7929
C 0.2252 -3.0814 -4.5205
C -0.2226 -2.0214 -3.5477
C -0.2325 -2.3587 -2.0873
O 0.6429 -0.9039 -3.6985
H 1.2592 -3.4119 -4.4218
H 0.3080 -2.7463 -5.5544
H -0.4629 -3.9268 -4.5162
H -1.2293 -1.6504 -3.7401
H -0.5546 -1.5411 -1.4424
H 0.7754 -2.7024 -1.8543
H -0.8787 -3.2175 -1.9061
H 1.5530 -1.2095 -3.6928
C -1.7445 -2.1493 3.2461
O -2.9974 -2.6866 3.0304
H -1.3876 -1.9271 2.2405
H -1.7549 -1.3402 3.9764
H -1.1681 -2.9393 3.7276
H -2.9552 -3.3391 2.3275
C -3.8399 0.2090 -0.8237
O -2.4301 0.0171 -0.9001
H -4.2412 0.2841 -1.8344
H -4.3757 -0.6112 -0.3460
H -4.0322 1.0550 -0.1638
H -1.9592 0.8426 -1.0358
C -1.7567 0.0869 -2.9748
O -2.6731 -0.9311 -2.5414
H -1.3186 -0.1150 -3.9522
H -2.2923 1.0360 -2.9956
H -0.9384 0.3085 -2.2897
H -2.9691 -0.6855 -1.6618
C 1.9981 1.9646 2.3912
O 1.0926 1.4998 1.4379
H 2.4345 1.1266 2.9347
H 2.8341 2.5120 1.9558
H 1.5067 2.5593 3.1612
H 0.6864 2.2995 1.0958
C -2.2952 -2.3574 -0.6941
O -2.7894 -3.3892 0.0060
H -1.3360 -2.0824 -0.2555
H -2.0600 -2.7178 -1.6955
H -3.0156 -1.5395 -0.7053
H -3.6709 -3.5960 -0.3130
C -0.0978 -3.8975 0.2119
O 1.2577 -3.9766 0.5939
H -0.2570 -4.6037 -0.6030
H -0.7446 -3.9880 1.0846
H -0.3593 -2.9612 -0.2810
H 1.4723 -3.3121 1.2527
C -2.2832 0.4709 3.0748
O -2.6524 1.7154 3.5967
H -1.1980 0.3916 3.0099
H -2.5103 -0.3455 3.7603
H -2.6919 0.2767 2.0831
H -3.5838 1.9251 3.4959
C 1.6285 1.0522 -2.9712
O 0.2823 0.6867 -2.8211
H 1.8421 2.0669 -2.6353
H 2.2487 0.4183 -2.3374
H 1.9407 0.9677 -4.0121
H 0.1308 -0.1822 -3.2003
C -1.0333 2.2412 -1.3717
O -2.4203 1.9869 -1.2190
H -0.8285 3.1768 -1.8922
H -0.5224 2.3718 -0.4178
H -0.5628 1.3672 -1.8221
H -2.7877 2.7389 -0.7487
C 2.4935 -1.2587 -1.1161
O 3.1527 -2.1941 -1.9342
H 2.9917 -0.2893 -1.1324
H 1.4942 -1.0933 -1.5190
H 2.3006 -1.6034 -0.1002
H 2.8716 -3.0733 -1.6702
*
```

## Properties
Electronic energy (a.u.): -2126.6246
M (g mol⁻¹): 620.9
Energy relative to the best compared isomer or geometry (same formula, charge and spin) (kcal/mol): 1442.3
Highest occupied orbital energy (Eh): -0.269

---

Density functional theory data (the ωB97M-V functional and the def2-TZVPD basis) for 8 unconnected molecules or ions with the total composition C45H41F7O.

The geometry in ORCA input format:
```
! wB97M-V def2-TZVPD RIJCOSX def2/J DEFGRID3
* xyz 0 1
F 4.2043 0.1270 -1.0590
C 2.8897 0.3277 -1.4393
C 1.9213 0.5542 -0.4499
C 0.6361 0.8340 -0.9116
C 0.2803 0.8753 -2.2528
C 1.2921 0.6351 -3.1909
C 2.6047 0.3810 -2.8204
H 2.2002 0.4124 0.5838
H -0.1031 0.9480 -0.1324
H -0.6955 1.2473 -2.5279
H 1.0876 0.7534 -4.2447
H 3.3497 0.1262 -3.5597
F 4.9835 -2.1741 5.2743
C 4.3688 -3.3668 5.3275
C 4.5120 -4.3044 4.3545
C 3.6617 -5.4397 4.3409
C 2.8711 -5.6814 5.4435
C 2.8372 -4.7824 6.4887
C 3.5267 -3.6317 6.3998
H 5.0826 -3.9987 3.4899
H 3.6252 -6.1250 3.5070
H 2.2970 -6.5930 5.5185
H 2.2418 -4.9883 7.3658
H 3.3421 -2.8803 7.1533
F 4.4840 6.4898 3.7978
C 3.6104 6.1158 4.7333
C 2.6240 7.0088 5.1971
C 1.7693 6.5807 6.1951
C 1.8863 5.3107 6.7677
C 2.8108 4.4279 6.2071
C 3.6911 4.8112 5.1519
H 2.6279 8.0050 4.7801
H 0.9594 7.1996 6.5519
H 1.1912 5.0460 7.5508
H 2.9563 3.3752 6.4000
H 4.3687 4.1254 4.6653
F 9.4968 -10.5458 -4.7322
C 8.8637 -9.4202 -5.0572
C 8.8116 -8.4139 -4.1097
C 8.1050 -7.2335 -4.3953
C 7.5593 -7.0176 -5.6598
C 7.5707 -8.0761 -6.5649
C 8.2382 -9.2738 -6.2692
H 9.3578 -8.4111 -3.1780
H 8.1421 -6.4155 -3.6911
H 7.0452 -6.0951 -5.8857
H 7.0002 -8.1326 -7.4802
H 8.1758 -10.1401 -6.9111
F -5.7405 4.9674 -4.3448
C -6.2876 5.3647 -3.2127
C -6.1003 6.6507 -2.7014
C -6.7373 7.0695 -1.5205
C -7.6470 6.1656 -0.9059
C -7.9438 4.9725 -1.4776
C -7.2637 4.5840 -2.6301
H -5.5008 7.3142 -3.3070
H -6.6961 8.1128 -1.2443
H -8.2514 6.5271 -0.0871
H -8.7001 4.3481 -1.0254
H -7.5085 3.6678 -3.1468
F -6.1474 -1.3862 1.5594
C -6.1526 -1.8347 2.7965
C -7.4091 -1.9389 3.4074
C -7.4399 -2.4589 4.7207
C -6.3119 -2.9034 5.3641
C -5.0993 -2.8111 4.7571
C -5.0052 -2.3661 3.4460
H -8.2767 -1.5650 2.8841
H -8.4121 -2.4624 5.1912
H -6.3598 -3.3180 6.3602
H -4.2147 -3.2487 5.1957
H -4.0824 -2.0916 2.9566
F 5.1134 -1.0449 -9.9921
C 3.8392 -0.8129 -10.0593
C 2.9253 -1.8351 -10.1660
C 1.5963 -1.5209 -10.4471
C 1.2069 -0.1726 -10.3368
C 2.1095 0.8360 -10.1788
C 3.4492 0.5769 -10.0751
H 3.2008 -2.8760 -10.0815
H 0.8341 -2.2672 -10.6161
H 0.1793 0.1477 -10.4254
H 1.6868 1.8198 -10.0378
H 4.1668 1.3557 -9.8635
C -5.3266 3.7347 5.0415
C -6.4008 4.7744 5.2778
O -6.1377 5.9701 5.5689
C -7.8970 4.2955 5.3839
H -4.5341 3.8295 5.7838
H -4.8226 3.8951 4.0884
H -5.7215 2.7206 5.1036
H -8.0000 3.7696 6.3331
H -8.1364 3.6090 4.5718
H -8.4053 5.2596 5.3683
*
```

## Properties
Electronic energy (a.u.): -2513.5415
M (g mol⁻¹): 730.8
Energy relative to the best compared isomer or geometry (same formula, charge and spin) (kcal/mol): 56.0
Highest occupied orbital energy (Eh): -0.334
Structure (SMILES): Fc1ccccc1.Fc1ccccc1.Fc1ccccc1.Fc1ccccc1.Fc1ccccc1.Fc1ccccc1.Fc1ccccc1.CC(C)=O

---

Density functional theory data (the ωB97M-V functional and the def2-TZVPD basis) for 2 unconnected molecules or ions with the total composition C3H10NO2.

The geometry in ORCA input format:
```
! wB97M-V def2-TZVPD RIJCOSX def2/J DEFGRID3
* xyz -1 1
C 0.4873 -0.9573 0.1599
O -0.0008 -0.1387 1.1365
C 0.1228 -0.4213 -1.2287
C 0.6842 0.9959 -1.3963
N -1.3460 -0.3176 -1.3088
H 1.5787 -1.1592 0.2959
H 0.0581 -1.9915 0.2548
H 0.5117 -1.0805 -2.0070
H 0.0394 1.6800 -0.8459
H 0.6686 1.2809 -2.4588
H 1.6539 1.0657 -0.9147
H -1.5490 0.0491 -0.3733
H -1.7174 -1.2630 -1.2440
H -0.5135 0.4268 2.5862
H 0.0731 1.1064 3.8352
O -0.7510 0.7243 3.5091
*
```

## Properties
Electronic energy (a.u.): -325.5476
M (g mol⁻¹): 92.1
Energy relative to the best compared isomer or geometry (same formula, charge and spin) (kcal/mol): 4.5
Highest occupied orbital energy (Eh): -0.116

---

Density functional theory data (the ωB97M-V functional and the def2-TZVPD basis) for a molecular structure, C42H59BN2P3Tl.

The geometry in ORCA input format:
```
! wB97M-V def2-TZVPD RIJCOSX def2/J DEFGRID3
* xyz 2 1
Tl -0.2819 -0.0121 0.6231
C -1.9315 -1.3843 4.9031
C -2.0320 0.0223 4.2992
C -2.4113 1.0556 5.3671
C -3.1186 -0.0012 3.2150
P -0.4328 0.4243 3.4293
C -0.5637 2.2630 3.1210
N 0.2932 2.6811 2.0112
B 0.4542 2.0937 0.7410
N 1.6178 2.5494 0.1012
C 2.3460 1.9228 -1.0173
P 2.6597 0.0852 -0.8188
C 4.3443 -0.0897 -0.0378
C 5.5129 0.1200 -1.0014
C 4.4509 0.9465 1.0890
C 4.3985 -1.5031 0.5748
C 2.6884 -0.4684 -2.5994
C 3.1607 -1.9303 -2.6551
C 3.5187 0.4108 -3.5468
C 1.2313 -0.4305 -3.0561
C 2.1146 3.5778 0.9476
C 3.1661 4.4570 0.7508
C 3.4319 5.3937 1.7431
C 2.6424 5.4709 2.8891
C 1.5595 4.6188 3.0692
C 1.3100 3.6688 2.0905
C 1.0434 0.1939 4.5237
C 2.1788 1.0115 3.8958
C 0.8157 0.6300 5.9681
C 1.4324 -1.2969 4.4538
H -2.9244 -1.6947 5.2458
H -1.2592 -1.4223 5.7641
H -1.5930 -2.1186 4.1652
H -3.3624 0.7543 5.8204
H -2.5567 2.0537 4.9426
H -1.6738 1.1241 6.1677
H -4.0882 -0.2312 3.6741
H -2.9180 -0.7757 2.4753
H -3.2181 0.9619 2.6999
H -0.2678 2.7902 4.0226
H -1.6036 2.5021 2.9235
H 3.2735 2.4689 -1.1673
H 1.7655 2.0158 -1.9316
H 5.4458 1.0727 -1.5349
H 5.6137 -0.6878 -1.7285
H 6.4368 0.1432 -0.4108
H 4.7133 1.9371 0.7066
H 5.2522 0.6370 1.7697
H 3.5373 1.0435 1.6792
H 4.2887 -2.2902 -0.1777
H 3.6153 -1.6397 1.3314
H 5.3696 -1.6478 1.0656
H 4.2324 -2.0279 -2.4695
H 2.9632 -2.3379 -3.6558
H 2.6280 -2.5576 -1.9314
H 4.5869 0.3509 -3.3403
H 3.2191 1.4636 -3.5127
H 3.3661 0.0618 -4.5760
H 0.6244 -1.1220 -2.4628
H 1.1558 -0.7728 -4.0944
H 0.7884 0.5736 -3.0136
H 3.7612 4.4290 -0.1574
H 4.2568 6.0868 1.6152
H 2.8614 6.2224 3.6428
H 0.9258 4.7121 3.9458
H 2.0609 2.0857 4.0487
H 2.2592 0.8199 2.8229
H 3.1261 0.7124 4.3592
H 0.4597 1.6638 6.0414
H 1.7767 0.5772 6.4952
H 0.1165 -0.0217 6.4963
H 1.5953 -1.6186 3.4213
H 0.6805 -1.9492 4.9030
H 2.3715 -1.4474 5.0012
C -6.9975 -1.2175 1.1705
C -5.9170 -2.0603 1.4036
C -4.6556 -1.7045 0.9470
C -4.4787 -0.5095 0.2443
C -5.5688 0.3256 -0.0054
C -6.8244 -0.0346 0.4625
P -2.8273 -0.1399 -0.3705
C -2.7200 -0.9149 -1.9955
C -2.1020 -2.1623 -2.1013
C -2.0833 -2.8328 -3.3208
C -2.6692 -2.2485 -4.4351
C -3.2940 -1.0102 -4.3310
C -3.3321 -0.3478 -3.1151
C -2.6529 1.6406 -0.5767
C -3.1889 2.5286 0.3648
C -2.9171 3.8892 0.2714
C -2.1051 4.3734 -0.7532
C -1.5594 3.4950 -1.6811
C -1.8187 2.1354 -1.5849
H -7.9815 -1.4870 1.5358
H -6.0570 -2.9927 1.9389
H -3.8086 -2.3642 1.1286
H -5.4525 1.2362 -0.5795
H -7.6729 0.6125 0.2696
H -1.6695 -2.6311 -1.2223
H -1.6153 -3.8082 -3.3979
H -2.6481 -2.7624 -5.3885
H -3.7685 -0.5674 -5.1992
H -3.8430 0.6075 -3.0367
H -3.8346 2.1646 1.1579
H -3.3507 4.5760 0.9918
H -1.9060 5.4374 -0.8315
H -0.9369 3.8705 -2.4846
H -1.4103 1.4558 -2.3264
*
```

## Properties
Electronic energy (a.u.): -2966.2758
M (g mol⁻¹): 900.1
Highest occupied orbital energy (Eh): -0.479